Entry 1:
{
  "formula": "C23H61NO15",
  "method": "ωB97M-V with the def2-TZVPD basis set",
  "elements": ["C", "C", "C", "C", "C", "C", "C", "C", "C", "N", "O", "H", "H", "H", "H", "H", "H", "H", "H", "H", "H", "H", "H", "H", "H", "H", "H", "H", "H", "H", "O", "C", "C", "O", "H", "H", "H", "H", "H", "H", "O", "C", "C", "O", "H", "H", "H", "H", "H", "H", "O", "C", "C", "O", "H", "H", "H", "H", "H", "H", "O", "C", "C", "O", "H", "H", "H", "H", "H", "H", "O", "C", "C", "O", "H", "H", "H", "H", "H", "H", "O", "C", "C", "O", "H", "H", "H", "H", "H", "H", "O", "C", "C", "O", "H", "H", "H", "H", "H", "H"],
  "positions_angstrom": [[-6.63383, 4.87855, -1.08456], [-5.71424, 5.47512, -2.21175], [-6.65725, 6.35308, -3.03304], [-4.70713, 6.33907, -1.50904], [-3.51820, 6.83111, -2.36099], [-2.72988, 5.57434, -2.79652], [-3.61562, 4.59943, -3.54664], [-4.05929, 5.27971, -4.98960], [-2.80800, 3.32393, -3.80886], [-4.94262, 4.35181, -2.85635], [-5.69217, 3.33823, -3.38578], [-7.21827, 4.07376, -1.53048], [-6.04100, 4.27558, -0.39675], [-7.17126, 5.65602, -0.54160], [-6.26172, 6.75656, -3.96517], [-7.56978, 5.82260, -3.30500], [-7.06437, 7.17617, -2.44577], [-5.16818, 7.17650, -0.98536], [-4.24571, 5.75613, -0.71194], [-3.91575, 7.37434, -3.21829], [-2.99416, 7.63198, -1.83936], [-2.10648, 5.22168, -1.97487], [-2.00963, 5.94134, -3.52772], [-3.20345, 5.36027, -5.65978], [-4.48415, 6.28290, -4.95501], [-4.72436, 4.52089, -5.40188], [-3.15994, 2.62504, -4.56768], [-2.71730, 2.80272, -2.85585], [-1.78994, 3.47110, -4.16941], [-6.00811, 3.79307, -4.16994], [-1.03354, -4.84452, -2.10520], [-1.24514, -5.77525, -1.02585], [-0.20489, -6.86302, -0.80946], [-0.12374, -7.63261, -1.97449], [-0.98531, -5.30611, -2.94557], [-1.26815, -5.35745, -0.01937], [-2.19608, -6.26157, -1.24336], [-0.52133, -7.53988, -0.01585], [0.74547, -6.36048, -0.62951], [-0.01108, -7.00933, -2.69589], [4.67433, -7.96302, -1.00176], [5.47498, -6.91566, -0.52377], [5.88782, -5.90630, -1.61914], [4.82849, -5.07394, -2.14592], [4.09692, -7.68458, -1.71637], [4.85282, -6.53879, 0.28802], [6.32145, -7.47164, -0.12069], [6.29618, -6.44403, -2.47483], [6.62120, -5.23943, -1.16577], [4.78843, -4.42213, -1.44226], [-1.20804, 4.98132, 6.57182], [-0.79537, 4.60675, 5.28261], [-1.88871, 3.95277, 4.51746], [-1.55878, 3.40558, 3.28826], [-0.60469, 5.60617, 6.98064], [-0.36419, 5.48075, 4.79444], [0.02423, 3.89557, 5.38545], [-2.66060, 4.66553, 4.22721], [-2.40956, 3.20108, 5.11057], [-2.27661, 3.18431, 2.69047], [4.71948, -6.49695, 5.92533], [3.33682, -6.30732, 5.79936], [2.77051, -4.92377, 5.87158], [3.18795, -3.99051, 4.84599], [5.13191, -6.12223, 5.14361], [2.86665, -6.75647, 4.92454], [3.06268, -6.87398, 6.68921], [2.95249, -4.53750, 6.87447], [1.68555, -4.94575, 5.76921], [2.56991, -3.26383, 4.73850], [11.66446, 0.48726, 0.57972], [10.60733, 0.63135, 1.55407], [9.26132, 0.47338, 0.84277], [8.94652, -0.90182, 0.48822], [12.38132, -0.03513, 0.94690], [10.78281, -0.19134, 2.24724], [10.53898, 1.54012, 2.15204], [9.26586, 1.02294, -0.09854], [8.49236, 1.03475, 1.37350], [8.02035, -1.07533, 0.67179], [1.57280, -0.36511, 2.31134], [1.53718, -0.94338, 1.04026], [2.97092, -0.79356, 0.40627], [3.83322, -1.76287, 0.84744], [1.07157, 0.45054, 2.38266], [1.08590, -1.92917, 0.92762], [0.89253, -0.32383, 0.41681], [3.47648, 0.12393, 0.70745], [2.86792, -0.84835, -0.67747], [3.57019, -1.97892, 1.74508], [-5.52707, -3.05111, -2.09663], [-5.39221, -1.67007, -1.90148], [-4.64346, -1.32998, -0.54767], [-4.70477, 0.04035, -0.32408], [-4.65051, -3.43133, -2.00345], [-4.75191, -1.26997, -2.68763], [-6.32149, -1.10713, -1.98881], [-3.59464, -1.58539, -0.69875], [-4.99669, -1.91155, 0.30386], [-4.86629, 0.48625, -1.15876]],
  "smiles": "CC1(C)CCCC(C)(C)N1O.OCCO.OCCO.OCCO.OCCO.OCCO.OCCO.OCCO",
  "de_lowest_kj_mol": 478.0,
  "energy_ha": -2095.95608
}


Entry 2:
{
  "formula": "C33H87B2N3O15S",
  "method": "ωB97M-V with the def2-TZVPD basis set",
  "elements": ["C", "O", "C", "C", "C", "C", "N", "C", "C", "C", "C", "B", "O", "O", "C", "O", "N", "C", "S", "B", "O", "N", "C", "C", "H", "H", "H", "H", "H", "H", "H", "H", "H", "H", "H", "H", "H", "H", "H", "H", "H", "H", "H", "H", "H", "H", "H", "H", "H", "H", "H", "C", "C", "O", "H", "H", "H", "H", "H", "H", "C", "C", "O", "H", "H", "H", "H", "H", "H", "C", "C", "O", "H", "H", "H", "H", "H", "H", "C", "C", "O", "H", "H", "H", "H", "H", "H", "C", "C", "O", "H", "H", "H", "H", "H", "H", "C", "C", "O", "H", "H", "H", "H", "H", "H", "C", "C", "O", "H", "H", "H", "H", "H", "H", "C", "C", "O", "H", "H", "H", "H", "H", "H", "C", "C", "O", "H", "H", "H", "H", "H", "H", "C", "C", "O", "H", "H", "H", "H", "H", "H"],
  "positions_angstrom": [[1.24382, -2.60931, 0.46393], [0.15237, -2.12155, 1.23510], [-0.51785, -1.00364, 0.63530], [-0.33241, 0.19778, 1.56185], [-0.45332, 1.58461, 0.89787], [-1.83248, 1.94560, 0.42621], [-1.92625, 3.31647, -0.22523], [-0.87439, 4.03724, -0.34543], [0.02702, 4.02976, -1.54292], [-0.48843, 5.02938, 0.73314], [-2.51669, 1.09248, -0.69101], [-1.81390, 1.18501, -2.10975], [-0.51239, 0.71370, -2.30037], [-2.41425, 1.74361, -3.21846], [-3.89922, 1.80425, -0.66877], [-4.70943, 1.88450, -1.53172], [-4.11112, 2.37659, 0.60463], [-2.99599, 1.98245, 1.46815], [-2.66779, 3.07021, 2.90308], [-3.55297, 0.58082, 2.08889], [-3.59785, 0.44705, 3.50112], [-4.02070, -0.56778, 1.31105], [-5.44396, -0.49361, 0.93938], [-3.72349, -1.81245, 2.02896], [1.69733, -1.87001, -0.19687], [0.93188, -3.52434, -0.04508], [2.02995, -2.90817, 1.16234], [-1.57311, -1.28321, 0.64418], [-0.18429, -0.82330, -0.38362], [-0.93600, 0.10298, 2.46952], [0.69945, 0.13502, 1.91863], [-0.07601, 2.29960, 1.62845], [0.27745, 1.60228, 0.09027], [0.95651, 4.54263, -1.29652], [-0.46013, 4.62639, -2.31594], [0.27953, 3.03229, -1.88466], [-0.11819, 5.96120, 0.29072], [-1.34052, 5.31348, 1.33758], [0.30289, 4.65135, 1.37834], [-2.64730, 0.02254, -0.50301], [-0.54269, 0.01354, -2.96792], [-3.22260, 1.25336, -3.43141], [-4.39975, 3.34402, 0.64778], [-1.68648, 2.41689, 3.55182], [-4.46338, 0.77693, 3.78581], [-6.03139, -1.01647, 1.70636], [-5.79764, 0.51872, 0.78820], [-5.57924, -1.09110, 0.03320], [-2.73181, -1.78193, 2.48002], [-3.69226, -2.63256, 1.30787], [-4.44296, -2.00461, 2.83028], [4.31127, 4.10316, 2.46195], [2.87583, 3.74705, 2.12550], [2.68491, 3.65944, 0.71385], [4.58447, 5.05332, 2.00202], [4.45360, 4.18062, 3.54088], [4.99756, 3.34673, 2.07362], [2.19664, 4.51349, 2.49724], [2.59958, 2.78960, 2.58256], [3.27684, 2.97420, 0.38405], [1.47988, 3.95758, -6.11045], [2.53028, 3.79443, -5.02857], [1.94050, 3.33874, -3.81258], [0.71439, 4.66795, -5.79366], [1.92723, 4.31344, -7.03977], [0.97776, 3.01088, -6.30970], [3.01553, 4.74686, -4.81793], [3.29787, 3.07786, -5.34043], [1.52006, 2.48987, -3.99263], [-0.16807, -0.83848, -7.22083], [-0.51696, 0.63782, -7.24879], [0.41701, 1.37047, -8.04210], [0.83631, -0.98599, -6.82145], [-0.87585, -1.39767, -6.60647], [-0.17661, -1.25654, -8.23023], [-0.48753, 1.05791, -6.24325], [-1.52195, 0.78930, -7.65518], [0.38542, 1.01198, -8.93578], [5.46810, -4.54014, 0.91051], [5.52725, -4.63539, -0.60131], [4.46849, -3.89361, -1.20713], [4.51135, -4.91377, 1.27934], [6.27281, -5.11585, 1.36837], [5.55437, -3.49932, 1.23559], [5.42103, -5.67004, -0.92345], [6.48444, -4.25458, -0.97253], [4.56507, -2.97504, -0.93398], [-8.55033, 1.66621, -0.64109], [-8.69658, 2.63878, -1.79572], [-8.02232, 3.86172, -1.52130], [-8.95254, 2.09677, 0.27734], [-9.07191, 0.72956, -0.84826], [-7.49543, 1.44747, -0.45986], [-9.74618, 2.87626, -1.96565], [-8.28707, 2.20857, -2.71583], [-7.09019, 3.65283, -1.38527], [9.99252, -4.18857, -0.64260], [9.77826, -4.37522, 0.84824], [8.86210, -5.43647, 1.10717], [9.04526, -3.97548, -1.13969], [10.68508, -3.36878, -0.83986], [10.39487, -5.09963, -1.09198], [9.35822, -3.47258, 1.28986], [10.72710, -4.59429, 1.34852], [9.23257, -6.24146, 0.72901], [-2.45461, -0.97355, 6.95941], [-2.77015, 0.50465, 7.08783], [-1.73814, 1.29237, 6.50066], [-1.50236, -1.20249, 7.44033], [-3.23536, -1.58349, 7.41745], [-2.36275, -1.25608, 5.90784], [-2.84183, 0.79130, 8.13693], [-3.72152, 0.74058, 6.60003], [-1.68254, 1.04570, 5.56991], [-0.72724, 1.10132, 10.64808], [-1.05294, 2.57826, 10.76999], [-0.03500, 3.37794, 10.17693], [0.22681, 0.87862, 11.12730], [-1.50424, 0.48951, 11.11086], [-0.63530, 0.81473, 9.59700], [-1.12459, 2.86950, 11.81706], [-2.00843, 2.80372, 10.28365], [0.02273, 3.13243, 9.24644], [-1.99060, -5.70198, 0.67525], [-1.40611, -6.37658, 1.90331], [-0.06523, -5.95431, 2.12692], [-1.38846, -5.92894, -0.20563], [-3.01550, -6.03243, 0.49548], [-1.98990, -4.61511, 0.79641], [-1.38756, -7.45788, 1.77391], [-2.00582, -6.14580, 2.79054], [-0.08162, -4.99760, 2.25121], [3.22999, -2.34942, -10.43412], [3.25217, -2.36495, -8.91651], [2.43860, -3.42048, -8.41049], [2.20871, -2.22912, -10.79809], [3.84182, -1.53600, -10.82783], [3.60606, -3.29350, -10.83550], [2.85709, -1.43090, -8.51843], [4.27432, -2.49219, -8.54516], [2.78958, -4.25048, -8.75069]],
  "smiles": "COCCC[C@@]1(N=C(C)C)[C@H](B(O)O)C(=O)N[C@@]1(S)B(O)N(C)C.CCO.CCO.CCO.CCO.CCO.CCO.CCO.CCO.CCO.CCO",
  "energy_ha": -3050.22636
}


Entry 3:
{
  "formula": "C4H14N",
  "method": "ωB97M-V with the def2-TZVPD basis set",
  "elements": ["C", "C", "N", "H", "H", "H", "H", "H", "H", "H", "H", "C", "C", "H", "H", "H", "H", "H", "H"],
  "positions_angstrom": [[-1.41820, 0.12750, -0.45036], [-1.98360, 1.29935, 0.13933], [-1.95203, -1.20807, -0.16657], [-1.34091, -0.06255, -1.60485], [-0.15441, -0.05256, -0.27512], [-2.90887, 1.15926, 0.67017], [-2.12156, 2.21670, -0.65839], [-2.78535, -1.21684, -0.80084], [-1.48219, -1.96291, -0.45260], [-2.08640, -1.31827, 0.89801], [-1.22839, 1.72022, 0.66912], [2.06544, -0.14656, 0.95722], [2.71641, -0.08713, -0.43350], [1.07221, 0.19897, 0.74018], [2.11583, -1.00553, 1.53412], [2.66549, 0.44538, 1.56026], [2.84788, -1.08309, -0.82808], [3.75166, 0.33572, -0.46480], [2.22697, 0.64041, -1.03330]],
  "de_lowest_kj_mol": 320.2,
  "energy_ha": -215.18693,
  "charge": 1
}


Entry 4:
{
  "formula": "C5H13N3",
  "method": "ωB97M-V with the def2-TZVPD basis set",
  "elements": ["C", "C", "C", "N", "N", "N", "H", "H", "H", "H", "H", "H", "H", "C", "C", "H", "H", "H", "H", "H", "H"],
  "positions_angstrom": [[-2.06155, -0.27693, 0.99445], [0.32507, 1.06300, 0.28453], [-1.38992, 0.44967, -0.11697], [0.60810, 2.12736, -0.55714], [0.56687, 0.95677, 1.53399], [-1.81608, 0.80411, -1.24201], [0.56165, 3.04114, -0.12832], [0.22016, 2.04258, -1.48730], [1.10843, 1.73415, 1.89860], [-2.76073, 0.47789, -1.46758], [-1.94429, 0.29224, 1.91745], [-3.11755, -0.46135, 0.78173], [-1.55569, -1.22873, 1.16524], [1.51896, -2.02633, -0.07624], [1.45741, -0.72853, -0.84230], [0.54837, -2.52611, -0.06775], [1.77592, -1.81698, 0.96568], [2.23077, -2.72190, -0.52560], [1.03874, -0.79240, -1.84655], [2.39295, -0.17696, -0.84096], [0.29240, -0.23270, -0.34295]],
  "de_lowest_kj_mol": 404.1,
  "energy_ha": -362.42837
}


Entry 5:
{
  "formula": "C7H16NO5P",
  "method": "ωB97M-V with the def2-TZVPD basis set",
  "elements": ["C", "C", "C", "C", "C", "C", "C", "N", "O", "O", "O", "O", "O", "P", "H", "H", "H", "H", "H", "H", "H", "H", "H", "H", "H", "H", "H", "H", "H", "H"],
  "positions_angstrom": [[-0.88976, -0.22201, 1.29001], [-1.73019, -1.44178, 1.60464], [2.64864, -1.04171, 0.30538], [-1.23043, 2.32094, -1.41757], [0.48908, 2.15901, 0.30522], [-1.38601, 0.63673, 0.24744], [1.34407, -1.87384, 0.39232], [-0.76051, 1.65404, -0.26394], [1.19734, -2.14434, -2.53889], [-0.06695, 0.15798, 2.16968], [-1.14980, -1.35806, -2.15489], [0.31389, -1.29129, -0.23293], [0.53337, 0.37058, -1.99520], [0.36059, -1.09454, -1.86687], [-2.72474, -1.06739, 1.62432], [-1.87321, -2.07563, 0.80817], [-1.30184, -1.94337, 2.43852], [3.42110, -1.67787, 0.66583], [2.80139, -0.90196, -0.75073], [2.64808, -0.11900, 0.83561], [-1.34076, 3.36210, -1.21007], [-0.41641, 1.98518, -2.28906], [-2.17446, 1.88546, -1.83445], [1.30566, 1.34694, 0.52978], [0.94619, 2.74171, -0.41055], [0.38379, 2.80590, 1.18104], [-2.38810, 0.28470, -0.03963], [-1.20075, -2.28562, -2.50936], [1.02417, -1.83948, 1.53658], [1.49808, -2.95108, 0.11316]],
  "de_lowest_kj_mol": 213.4,
  "energy_ha": -1048.63212
}